[1]
Entry from the Open Molecules 2025 dataset: a molecular structure, C19H22N5SSiZn at a distorted geometry (ωB97M-V/def2-TZVPD).

## Properties
- HOMO: -10.14 eV
- Electronic energy: -94639.854 eV
- Gap between HOMO and LUMO: 6.80 eV
- Spin multiplicity: 1
- Total charge: +1
- E_LUMO: -3.337 eV

The geometry in XYZ format:
```
49
Properties=species:S:1:pos:R:3:nbo_charge:R:1
Zn 0.591 0.692 -0.729 1.64
S -0.259 4.838 -2.594 0.55
Si 0.506 0.679 2.789 1.80
N 0.213 2.474 -1.807 -0.57
N -3.101 0.960 -2.363 -0.51
N 2.333 -0.436 -0.559 -0.70
N 1.218 0.529 1.186 -1.28
N -1.232 0.205 -1.520 -0.62
C 3.174 -0.956 1.648 -0.34
C -3.377 -0.328 -1.926 0.17
C -1.811 1.236 -2.070 0.39
C -1.262 1.303 2.542 -1.12
C -1.512 3.681 -2.717 -0.39
C 4.068 -2.079 -0.326 -0.32
C -4.530 -1.128 -1.980 -0.25
C -3.208 -2.860 -0.791 -0.20
C -4.385 -2.396 -1.397 -0.17
C 4.033 -1.877 1.054 -0.11
C 3.189 -1.323 -1.079 0.25
C 0.761 3.655 -1.919 -0.10
C 3.200 -1.426 -2.563 -0.65
C 1.373 1.842 3.953 -1.14
C -1.122 2.501 -2.264 0.05
C -2.086 -2.075 -0.834 -0.19
C -2.168 -0.811 -1.431 0.08
C 2.241 -0.271 0.793 0.43
C 0.369 -1.112 3.377 -1.13
H 4.607 -2.521 1.697 0.22
H 1.079 1.503 4.975 0.25
H -5.479 -0.872 -2.484 0.24
H -1.778 0.549 1.940 0.23
H -3.817 1.583 -2.660 0.43
H 4.647 -2.887 -0.761 0.23
H -1.153 -2.395 -0.407 0.23
H 3.075 -0.453 -3.037 0.22
H 2.443 1.946 3.856 0.25
H -1.301 2.296 2.064 0.23
H -1.802 1.340 3.509 0.25
H 2.400 -2.135 -2.962 0.23
H -5.218 -3.086 -1.348 0.23
H 1.777 3.874 -1.612 0.26
H 4.112 -1.863 -2.942 0.23
H -2.499 3.926 -3.080 0.26
H 0.880 2.806 3.801 0.24
H 3.153 -0.848 2.764 0.23
H -3.209 -3.819 -0.327 0.23
H 1.291 -1.692 3.474 0.24
H -0.300 -1.668 2.693 0.23
H -0.124 -1.103 4.376 0.24
```

***

[2]
Entry from the Open Molecules 2025 dataset: a single C19H22N6O2 molecule at a distorted geometry (ωB97M-V/def2-TZVPD).

## Properties
- HOMO: -8.84 eV
- Electronic energy: -33094.846 eV
- SMILES: CCCCC(C(=O)N/N=C/c1ccccn1)C(=O)N/N=C/c1ccccn1
- Gap between HOMO and LUMO: 8.80 eV
- Spin multiplicity: 1
- Energy above the lowest of the compared OMol25 structures with the same formula, charge and spin: 1.389 eV
- E_LUMO: -0.032 eV

The geometry in XYZ format:
```
49
Properties=species:S:1:pos:R:3:nbo_charge:R:1
O -2.097 2.128 -2.359 -0.58
O -3.394 2.117 1.121 -0.58
N 0.035 1.985 0.627 -0.21
N -0.399 0.700 -2.088 -0.44
N 0.335 -0.099 -1.313 -0.20
N -1.166 2.279 1.135 -0.44
N 3.336 1.617 1.611 -0.41
N 3.564 -1.524 -1.329 -0.42
C -2.164 0.690 -0.411 -0.43
C 4.885 1.345 -0.182 -0.25
C 1.498 -0.453 -1.690 0.02
C -3.508 0.028 -0.751 -0.37
C -5.314 -1.561 0.010 -0.39
C 2.955 -2.132 1.308 -0.16
C 2.660 2.071 -0.638 -0.23
C 2.403 1.975 0.731 0.14
C 4.436 -2.142 -0.557 0.04
C -1.578 1.275 -1.682 0.71
C 2.378 -1.201 -0.814 0.14
C 4.534 1.303 1.160 0.04
C -5.808 -2.466 1.133 -0.60
C -3.994 -0.886 0.370 -0.40
C 3.925 1.752 -1.096 -0.17
C 4.189 -2.468 0.769 -0.26
C 2.030 -1.492 0.508 -0.22
C 1.087 2.275 1.279 0.03
C -2.342 1.760 0.653 0.70
H 4.941 -2.965 1.362 0.22
H -3.394 -0.552 -1.670 0.20
H 1.881 2.415 -1.299 0.23
H 4.164 1.817 -2.148 0.22
H 5.250 1.006 1.916 0.19
H 1.918 -0.173 -2.660 0.18
H -4.243 0.813 -0.932 0.23
H -1.240 2.874 1.965 0.38
H -6.750 -2.936 0.860 0.21
H 2.724 -2.363 2.338 0.22
H 1.061 -1.196 0.874 0.23
H -1.453 -0.048 -0.029 0.26
H 5.381 -2.383 -1.025 0.19
H -4.129 -0.297 1.278 0.21
H -0.011 1.048 -2.970 0.38
H 1.063 2.724 2.276 0.18
H -3.239 -1.652 0.570 0.19
H -5.962 -1.891 2.043 0.20
H -6.064 -0.795 -0.194 0.20
H -5.081 -3.249 1.341 0.20
H -5.184 -2.150 -0.901 0.19
H 5.879 1.076 -0.500 0.22
```

***

[3]
Entry from the Open Molecules 2025 dataset: a molecular structure, C19H23As2CdF6INO8PSSbSe4 (ωB97M-V/def2-TZVPD).

## Properties
- HOMO (alpha / beta): -2.62 / -2.57 eV
- Electronic energy: -476650.876 eV
- Gap between HOMO and LUMO (alpha / beta): 6.02 / 5.91 eV
- Spin multiplicity: 2
- Energy above the lowest of the compared OMol25 structures with the same formula, charge and spin: 0.436 eV
- Total charge: -2
- E_LUMO (alpha / beta): 3.396 / 3.345 eV
- ⟨S²⟩: 0.76

The geometry in XYZ format:
```
68
Properties=species:S:1:pos:R:3:lowdin_spin:R:1
I -3.759 -0.044 -2.908 0.00
Sb -4.995 3.101 0.833 -0.01
Cd -2.633 2.169 -1.481 0.00
Se -2.759 2.024 1.077 0.00
Se -4.978 3.712 -1.512 0.00
Se -6.785 1.497 1.614 0.71
Se -5.574 4.527 2.712 0.31
As 2.300 -1.855 -1.604 0.00
As -1.427 -1.048 -0.584 0.00
S 1.173 1.891 0.411 0.00
P -1.319 5.148 -2.913 0.00
F -2.011 3.646 -3.238 0.00
F -0.138 4.761 -3.952 0.00
F -0.487 4.434 -1.714 0.00
F -2.496 5.460 -1.879 0.00
F -0.611 6.560 -2.612 0.00
F -2.175 5.773 -4.116 0.00
O 2.330 -1.521 2.421 0.00
O 3.458 -2.790 0.969 0.00
O -0.974 -1.298 2.571 0.00
O 1.661 1.162 -2.774 0.00
O -0.549 1.071 -2.472 0.00
O 0.111 -3.482 -3.539 0.00
O -0.037 -3.327 2.283 0.00
O -0.494 -4.084 -1.465 0.00
N 0.956 1.087 2.926 0.00
C 0.133 -1.791 0.509 0.00
C 0.535 0.541 -2.456 0.00
C -0.194 2.148 4.684 0.00
C 0.694 2.061 2.011 0.00
C 4.470 -2.917 1.965 0.00
C -0.334 -1.735 -2.058 0.00
C 0.731 -0.941 -2.294 0.00
C -0.047 3.173 2.505 0.00
C 1.435 -1.862 0.216 0.00
C -0.238 -3.214 -2.260 0.00
C 0.519 1.099 4.208 0.00
C 1.517 2.557 -3.123 0.00
C 3.608 -0.431 -1.270 0.00
C -0.481 3.211 3.794 0.00
C -2.716 -2.488 -0.246 0.00
C 2.400 -2.031 1.321 0.00
C -0.343 -2.067 1.895 0.00
C -0.454 -3.688 3.601 0.00
C 0.235 -4.870 -3.834 0.00
H -1.414 -4.202 3.553 0.00
H 3.910 -0.005 -2.224 0.00
H 4.474 -0.889 -0.790 0.00
H -2.915 -3.021 -1.172 0.00
H -0.298 3.950 1.799 0.00
H -1.086 4.044 4.128 0.00
H -2.353 -3.188 0.504 0.00
H 4.057 -3.338 2.880 0.00
H 1.173 3.128 -2.267 0.00
H -0.555 -2.807 4.229 0.00
H 0.766 0.224 4.791 0.00
H 5.218 -3.583 1.543 0.00
H 2.508 2.879 -3.432 0.00
H 1.435 0.254 2.592 0.00
H 3.179 0.347 -0.641 0.00
H 0.800 2.672 -3.932 0.00
H 4.909 -1.946 2.192 0.00
H -3.629 -1.999 0.089 0.00
H -0.556 2.148 5.701 0.00
H 0.659 -4.922 -4.833 0.00
H 0.307 -4.359 3.993 0.00
H -0.740 -5.356 -3.810 0.00
H 0.890 -5.359 -3.113 0.00
```

***

[4]
Entry from the Open Molecules 2025 dataset: a molecular structure, C19H23AsNOSn at a distorted geometry (ωB97M-V/def2-TZVPD).

## Properties
- HOMO (alpha / beta): -0.62 / -0.64 eV
- Electronic energy: -90278.778 eV
- Gap between HOMO and LUMO (alpha / beta): 3.48 / 3.51 eV
- Spin multiplicity: 1
- Total charge: -1
- E_LUMO (alpha / beta): 2.861 / 2.869 eV

The geometry in XYZ format:
```
46
Properties=species:S:1:pos:R:3:nbo_charge:R:1
Sn 0.714 2.932 -1.710 0.91
As -0.255 -0.269 0.190 1.91
O -0.170 1.433 0.021 -1.25
N -0.434 4.002 0.051 -1.05
C 1.507 -0.890 -0.229 -0.41
C -2.627 -3.064 -1.892 -0.25
C -0.350 -0.244 4.383 -0.20
C -3.364 -0.875 -2.606 -0.22
C -0.078 0.071 3.044 -0.30
C 1.734 -1.702 -1.342 -0.17
C -1.675 -2.470 -1.052 -0.15
C 3.878 -0.774 0.209 -0.19
C -1.803 -1.484 2.338 -0.18
C 2.566 -0.453 0.574 -0.21
C -1.338 -1.182 4.703 -0.35
C 3.047 -2.034 -1.687 -0.23
C 2.066 4.644 -1.565 -1.18
C -0.774 -0.585 2.019 -0.51
C -2.421 -0.271 -1.763 -0.18
C 4.118 -1.562 -0.922 -0.25
C -3.472 -2.268 -2.670 -0.21
C -1.570 -1.071 -0.995 -0.39
C -2.077 -1.783 3.679 -0.26
H 5.142 -1.817 -1.196 0.20
H 0.230 0.245 5.168 0.19
H -2.311 0.814 -1.703 0.25
H 2.724 4.596 -0.688 0.19
H 0.664 0.830 2.785 0.20
H 3.230 -2.673 -2.549 0.20
H -1.412 3.758 -0.128 0.40
H 0.896 -2.078 -1.923 0.21
H -0.348 5.010 0.186 0.38
H -2.717 -4.148 -1.933 0.21
H -2.395 -1.942 1.547 0.19
H -0.125 3.497 0.887 0.42
H 1.504 5.590 -1.552 0.19
H 2.110 1.882 -1.705 -0.29
H -1.528 -1.427 5.750 0.19
H -4.222 -2.717 -3.324 0.21
H -2.859 -2.500 3.931 0.19
H 4.708 -0.412 0.820 0.20
H -0.521 2.013 -2.489 -0.28
H 2.366 0.136 1.471 0.22
H 2.683 4.585 -2.476 0.22
H -4.017 -0.238 -3.206 0.21
H -1.024 -3.104 -0.449 0.22
```